Below is a structure of composition C57H53N3O4PSZr, with properties calculated with ωB97M-V/def2-TZVPD.

Last column: Löwdin charge in e.
Cartesian coordinates (Å):
Zr -0.20 -0.59 0.48  1.57
C 1.06 0.94 4.35  -0.04
O 2.38 0.37 4.34  -0.09
C 2.46 -0.96 4.03  -0.24
C 3.24 -1.78 4.82  -0.02
C 3.40 -3.13 4.53  -0.11
C 2.73 -3.67 3.46  -0.07
C 1.92 -2.87 2.64  -0.14
C 1.16 -3.49 1.58  -0.07
N 0.30 -2.90 0.84  -0.07
N -0.36 -3.74 -0.05  0.08
C -1.37 -3.11 -0.59  -0.47
O -1.73 -1.91 -0.32  -0.23
C -2.17 -3.86 -1.61  -0.13
C -3.38 -3.33 -2.03  -0.01
C -4.15 -4.00 -2.96  -0.09
C -3.70 -5.21 -3.49  -0.11
C -2.48 -5.74 -3.08  -0.10
C -1.72 -5.07 -2.14  -0.03
C 1.82 -1.48 2.88  -0.30
O 1.16 -0.69 2.10  -0.29
H 1.12 1.82 4.98  0.09
H 0.74 1.21 3.35  0.06
H 0.35 0.23 4.78  0.10
H 3.73 -1.33 5.68  0.11
H 4.01 -3.76 5.16  0.09
H 2.80 -4.73 3.24  0.10
H 1.29 -4.57 1.43  0.12
H -3.70 -2.38 -1.62  0.10
H -5.09 -3.58 -3.29  0.09
H -4.30 -5.73 -4.22  0.09
H -2.13 -6.67 -3.49  0.09
H -0.77 -5.46 -1.80  0.10
C -5.34 -0.37 -3.22  -0.11
C -5.05 0.14 -1.96  -0.08
C -3.74 0.48 -1.63  -0.09
C -2.72 0.31 -2.56  -0.36
C -3.01 -0.23 -3.81  -0.09
C -4.32 -0.56 -4.14  -0.10
P -1.04 0.80 -2.03  1.07
C -0.80 2.42 -2.84  -0.34
C -1.60 2.95 -3.85  -0.08
C -1.29 4.18 -4.41  -0.09
C -0.19 4.89 -3.97  -0.10
C 0.62 4.37 -2.96  -0.08
C 0.31 3.15 -2.40  -0.12
C 0.13 -0.33 -2.82  -0.43
C 0.51 -0.35 -4.17  -0.12
C 1.45 -1.28 -4.58  -0.11
C 1.97 -2.18 -3.65  -0.10
C 1.57 -2.13 -2.32  -0.15
C 0.65 -1.19 -1.84  -0.26
H -6.36 -0.63 -3.47  0.10
H -5.84 0.27 -1.23  0.10
H -3.50 0.83 -0.63  0.09
H -2.21 -0.41 -4.52  0.10
H -4.54 -0.98 -5.11  0.10
H -2.47 2.40 -4.19  0.10
H -1.93 4.59 -5.19  0.10
H 0.05 5.86 -4.41  0.09
H 1.47 4.93 -2.61  0.10
H 0.91 2.75 -1.59  0.08
H 0.09 0.36 -4.87  0.10
H 1.77 -1.32 -5.62  0.09
H 2.71 -2.91 -3.98  0.09
H 2.01 -2.86 -1.63  0.08
C -1.93 -1.95 3.55  -0.06
C -3.15 -1.06 3.30  -0.38
C -3.88 -1.39 2.00  -0.07
C -2.85 0.42 3.43  -0.15
C -3.39 1.06 4.54  -0.08
C -3.23 2.42 4.76  -0.13
C -2.54 3.15 3.81  -0.08
C -1.98 2.56 2.68  -0.16
C -1.34 3.52 1.68  -0.37
C -2.05 3.44 0.33  -0.07
C 0.17 3.38 1.54  -0.08
C -2.06 1.15 2.49  -0.28
N -1.40 0.52 1.48  -0.19
H -2.19 -3.01 3.46  0.08
H -1.53 -1.78 4.55  0.08
H -1.13 -1.75 2.84  0.03
H -3.85 -1.29 4.12  0.11
H -3.29 -1.14 1.13  0.03
H -4.82 -0.84 1.96  0.08
H -4.12 -2.46 1.96  0.08
H -3.96 0.47 5.24  0.10
H -3.66 2.90 5.64  0.08
H -2.43 4.23 3.93  0.10
H -1.53 4.52 2.08  0.11
H -1.94 2.44 -0.08  0.01
H -1.63 4.16 -0.38  0.07
H -3.12 3.65 0.45  0.08
H 0.44 2.39 1.18  0.03
H 0.66 3.53 2.51  0.08
H 0.56 4.12 0.84  0.07
O 1.63 0.85 -0.09  -0.61
S 2.88 0.00 0.06  1.06
C 3.86 0.82 1.30  -0.36
C 4.81 0.09 1.99  -0.09
C 5.58 0.73 2.95  -0.07
C 5.37 2.07 3.23  -0.08
C 4.39 2.79 2.54  -0.06
C 3.63 2.16 1.57  -0.05
C 3.88 0.42 -1.37  -0.33
C 3.28 1.09 -2.42  -0.06
C 4.03 1.37 -3.55  -0.06
C 5.35 0.97 -3.63  -0.09
C 5.94 0.29 -2.57  -0.08
C 5.20 0.01 -1.43  -0.07
H 4.93 -0.97 1.80  0.12
H 6.32 0.17 3.51  0.11
H 5.95 2.57 4.00  0.10
H 4.21 3.83 2.77  0.11
H 2.84 2.69 1.04  0.10
H 2.24 1.38 -2.35  0.07
H 3.56 1.89 -4.38  0.11
H 5.93 1.18 -4.52  0.10
H 6.98 -0.02 -2.63  0.10
H 5.66 -0.51 -0.60  0.10

Properties
* HOMO energy: -0.1347 Ha
* HOMO-LUMO gap: 5.92 eV
* strongest force on any atom: 0.4 eV/A
* ΔE to the lowest compared entry with this formula, charge and spin: 8.41 kJ/mol
* lowest unoccupied orbital energy: 0.0831 Eh
* total charge: -1